Arrangement 1

The following is a DFT calculation (ωB97M-V/def2-TZVPD) of a 2-piece molecular cluster, C8H17NO overall.

The lowest unoccupied orbital energy is 0.90 eV. Its spin multiplicity is 1. Its HOMO-LUMO gap is 0.3047 Eh. As for the highest occupied orbital energy: -7.4 eV. As for the SMILES: CCC(C)(C)ON.C#CC. The net charge is 0.

Each atom is followed by the atoms it is bonded to, with distances in Å.
Element x y z (Å)
1 H -2.4405 -0.5622 0.0094  C15 1.095
2 H -0.9140 2.4669 0.0194  C23 1.086
3 H -1.9359 -0.2651 2.4512  C5 1.090
4 C 1.9661 -1.5285 1.3791  H6 1.094, H7 1.093, H12 1.091, C24 1.481
5 C -1.5264 0.4105 1.7006  H3 1.090, H13 1.088, H14 1.089, C15 1.526
6 H 2.9270 -1.1563 1.7461  C4 1.094
7 H 1.1751 -1.0243 1.9405  C4 1.093
8 H 1.8697 1.0730 1.2297  N11 1.017
9 H -0.2065 -1.2392 -1.9326  C26 1.119
10 H -1.8054 -0.5385 -2.3549  C26 1.088
11 N 1.3357 1.4608 0.4560  H8 1.017, O18 1.429, H22 1.020
12 H 1.8906 -2.5849 1.6402  C4 1.091
13 H -0.5473 0.7400 2.0413  C5 1.088
14 H -2.1694 1.2877 1.6444  C5 1.089
15 C -1.4347 -0.3050 0.3561  H1 1.095, C5 1.526, H19 1.093, C25 1.521
16 H 2.0356 -2.8394 -1.6508  C21 1.074
17 H -0.6115 2.3756 -1.7244  C23 1.088
18 O 0.8997 0.3786 -0.3682  N11 1.429, C25 1.699
19 H -0.8941 -1.2494 0.4631  C15 1.093
20 H -2.2001 1.9727 -1.0805  C23 1.094
21 C 1.7908 -1.8980 -1.1949  H16 1.074, C24 1.264
22 H 1.9829 2.0203 -0.0987  N11 1.020
23 C -1.1257 1.9077 -0.8870  H2 1.086, H17 1.088, H20 1.094, C25 1.507
24 C 1.7773 -1.3141 -0.0736  C4 1.481, C21 1.264
25 C -0.7492 0.4533 -0.7696  C15 1.521, O18 1.699, C23 1.507, C26 1.495
26 C -0.7862 -0.2910 -2.0661  H9 1.119, H10 1.088, C25 1.495, H27 1.086
27 H -0.3034 0.2485 -2.8758  C26 1.086

Arrangement 2

The following is a DFT calculation (ωB97M-V/def2-TZVPD) of a 2-piece molecular cluster, C8H17NO overall.

The lowest unoccupied orbital energy is 0.91 eV. Its spin multiplicity is 1. Its HOMO-LUMO gap is 0.3015 Eh. As for the highest occupied orbital energy: -7.3 eV. The net charge is 0.

Each atom is followed by the atoms it is bonded to, with distances in Å.
Element x y z (Å)
1 H -0.5188 1.8086 -2.1498  C26 1.088
2 H -1.9080 1.4162 1.2229  C16 1.091
3 O 1.7714 -1.4614 -1.4710  H14 0.963, N24 1.443
4 C -1.4646 0.5634 -0.7153  C16 1.499, C22 1.481, C26 1.412
5 H -2.0696 -1.4394 -1.2215  C22 1.090
6 C -0.7989 -1.0690 0.5068  H12 1.080, H21 1.083, C22 1.512
7 H 0.5318 0.4508 -1.4637  C26 1.269
8 H 1.7767 -2.3730 0.7323  C15 1.086
9 H 1.2688 -1.5042 2.1958  C15 1.091
10 H -2.8786 2.0170 -0.1142  C16 1.098
11 H -2.9615 -0.7435 0.1553  C22 1.093
12 H -0.3323 -2.0135 0.2704  C6 1.080
13 H 0.6221 1.0183 2.0071  C20 1.090
14 H 2.2947 -1.2716 -2.2571  O3 0.963
15 C 1.8199 -1.4236 1.2581  H8 1.086, H9 1.091, C17 1.511, H27 1.095
16 C -1.8658 1.7034 0.1715  H2 1.091, C4 1.499, H10 1.098, H25 1.090
17 C 1.2891 -0.2834 0.4211  C15 1.511, C20 1.512, N24 1.341
18 H 0.9210 1.8493 0.4708  C20 1.088
19 H -0.7794 0.0817 -2.6722  C26 1.090
20 C 1.2651 1.0531 1.1278  H13 1.090, C17 1.512, H18 1.088, H23 1.095
21 H -0.9459 -0.8812 1.5637  C6 1.083
22 C -1.9990 -0.7717 -0.3628  C4 1.481, H5 1.090, C6 1.512, H11 1.093
23 H 2.2779 1.3105 1.4544  C20 1.095
24 N 1.6622 -0.1580 -0.8605  O3 1.443, C17 1.341
25 H -1.2101 2.5681 0.0711  C16 1.090
26 C -0.6368 0.7719 -1.8402  H1 1.088, C4 1.412, H7 1.269, H19 1.090
27 H 2.8685 -1.2187 1.4991  C15 1.095

Winner for stability: arrangement 2

Arrangement 1

The following is a DFT calculation (ωB97M-V/def2-TZVPD) of one molecule with the formula C3H10NO2P.

The lowest unoccupied orbital energy is 0.82 eV. Its spin multiplicity is 1. Its HOMO-LUMO gap is 0.4031 Eh. As for the highest occupied orbital energy: -10.1 eV. As for the SMILES: CC[P@](N)(=O)OC. The net charge is 0.

Each atom is followed by the atoms it is bonded to, with distances in Å.
Element x y z (Å)
1 C -1.5995 -1.9052 0.1500  H9 1.105, C14 1.511, H16 1.129, H17 1.119
2 H -0.7420 2.6320 1.1590  C3 1.161
3 C 0.2642 2.2369 0.7345  H2 1.161, H6 1.115, H11 1.043, O12 1.413
4 O 1.5127 -1.4318 0.8053  P5 1.448
5 P 0.7528 -0.3361 0.2408  O4 1.448, O12 1.681, N13 1.722, C14 1.864
6 H 0.3651 2.2625 -0.3757  C3 1.115
7 H -1.5596 0.2487 -0.4674  C14 1.118
8 H 2.4286 0.7776 -0.7156  N13 1.031
9 H -2.3205 -1.4946 0.8798  C1 1.105
10 H 1.8343 -0.5585 -1.6480  N13 1.050
11 H 0.9447 2.9617 1.0504  C3 1.043
12 O 0.6072 0.9789 1.2783  C3 1.413, P5 1.681
13 N 1.5980 0.3129 -1.1122  P5 1.722, H8 1.031, H10 1.050
14 C -0.9430 -0.6839 -0.4513  C1 1.511, P5 1.864, H7 1.118, H15 1.088
15 H -0.5523 -0.8946 -1.4448  C14 1.088
16 H -0.7282 -2.4802 0.5810  C1 1.129
17 H -1.8625 -2.6261 -0.6641  C1 1.119

Arrangement 2

The following is a DFT calculation (ωB97M-V/def2-TZVPD) of one molecule with the formula C3H10NO2P.

The lowest unoccupied orbital energy is 0.75 eV. Its spin multiplicity is 1. Its HOMO-LUMO gap is 0.3698 Eh. As for the highest occupied orbital energy: -9.3 eV. As for the SMILES: CN[P@](C)(=O)OC. The net charge is 0.

Each atom is followed by the atoms it is bonded to, with distances in Å.
Element x y z (Å)
1 P -0.0902 0.0677 -0.1463  C3 1.784, O4 1.742, N7 1.724, O11 1.634
2 C 2.0997 -1.0528 -1.2085  H6 1.121, N7 1.472, H8 1.141, H14 1.006
3 C -1.5403 -0.9653 -0.2544  P1 1.784, H5 1.098, H9 1.150, H12 1.155
4 O 0.0107 1.2443 -1.4274  P1 1.742
5 H -2.1869 -0.5262 0.5163  C3 1.098
6 H 3.2017 -0.9301 -1.0436  C2 1.121
7 N 1.3904 -0.7915 0.0544  P1 1.724, C2 1.472, H13 0.985
8 H 1.9286 -0.2290 -1.9796  C2 1.141
9 H -1.3090 -2.0742 -0.0552  C3 1.150
10 H -1.4004 2.1152 0.6971  C15 1.067
11 O -0.0757 0.7604 1.3331  P1 1.634, C15 1.378
12 H -1.9455 -1.0371 -1.3336  C3 1.155
13 H 1.9147 -0.1188 0.5477  N7 0.985
14 H 1.7480 -1.9110 -1.5987  C2 1.006
15 C -1.0331 1.7108 1.6142  H10 1.067, O11 1.378, H16 1.203, H17 1.019
16 H -1.9951 1.2151 2.1408  C15 1.203
17 H -0.7177 2.5225 2.1438  C15 1.019

Winner for stability: arrangement 1